(1)
# C3H28NO11S2

A 11-piece molecular cluster, C3H28NO11S2 overall in a non-equilibrium geometry (ωB97M-V/def2-TZVPD, the OMol25 dataset).

Positions of all 45 atoms, in Å:
N -1.400 -0.501 -0.426
C -0.196 0.214 -0.706
C 0.154 1.219 0.451
O -1.086 1.965 0.482
C -0.222 0.872 -2.150
S 0.196 0.064 -3.687
S 1.823 -1.025 -3.367
H -1.507 -1.276 0.181
H -2.163 0.133 -0.446
H 0.638 -0.529 -0.600
H 0.323 0.589 1.343
H 0.985 1.911 0.256
H 0.413 1.796 -1.876
H -1.233 1.228 -2.356
H 1.277 -2.148 -2.869
H -1.446 3.240 -2.268
H -0.901 3.257 -3.623
O -1.733 3.438 -3.167
H 2.814 0.601 1.230
H 2.937 1.978 1.839
O 3.379 1.376 1.168
H -2.729 -4.894 1.843
H -1.141 -4.915 1.644
O -1.996 -4.983 1.213
H 1.117 -1.488 4.256
H -0.163 -0.384 3.852
O 0.167 -1.372 4.249
H -1.585 1.615 1.264
H -0.836 1.232 4.485
O -0.570 0.944 3.610
H -0.112 -3.081 2.981
H -1.299 -3.238 3.867
O -0.751 -3.766 3.274
H 0.835 1.531 3.286
H 1.428 2.983 3.126
O 1.723 2.067 3.247
H 2.663 2.103 -0.200
H 3.064 1.110 -1.428
O 2.621 1.928 -1.200
H -0.460 5.119 0.757
H -0.993 3.789 0.852
O -0.614 4.463 1.455
H -2.749 -3.300 -1.175
H -2.730 -4.585 -0.498
O -3.175 -4.162 -1.247

Cartesian forces (eV/Å) of the 6 atoms listed first:
N -0.46 0.28 -1.38
C 2.52 -1.69 -0.10
C -1.49 -0.61 -1.60
O -0.55 0.25 2.03
C 0.79 1.99 2.95
S -1.24 0.45 -0.12

Its spin multiplicity is 2. The energy is -1809.8027 Ha. For the LUMO energy (alpha / beta), the calculation gives 3.3 / 4.4 eV. The expectation value of S² is 0.75. The HOMO-LUMO gap (alpha / beta) comes out at 1.02 / 8.08 eV. As for the net charge: -2.

natural (NBO) atomic charge list, values in e, 4 entries: atom 1 (N): -0.878, atom 2 (C): -0.094, atom 3 (C): -0.095, atom 4 (O): -0.801

(2)
# C3H29O12

A 12-piece molecular cluster, C3H29O12 overall in a non-equilibrium geometry (ωB97M-V/def2-TZVPD, the OMol25 dataset).

Positions of all 44 atoms, in Å:
C -0.254 0.636 2.276
C -0.145 0.298 0.786
C -0.027 1.496 -0.096
O 0.926 -0.548 0.556
H -1.206 1.231 2.342
H 0.511 1.198 2.787
H -0.327 -0.319 2.827
H -0.938 -0.357 0.552
H -0.338 1.271 -1.125
H 0.955 2.024 -0.003
H -0.738 2.205 0.251
O 1.226 3.100 -2.504
H 0.843 2.369 -3.046
H 1.531 2.611 -1.777
O 0.474 -2.949 4.230
H 0.721 -3.773 3.815
H 0.931 -2.306 3.674
O -2.249 2.661 -2.456
H -1.487 2.059 -2.642
H -2.178 3.238 -3.215
O -0.095 -2.836 0.801
H 0.222 -1.895 0.712
H -1.015 -2.891 0.706
O -3.494 0.495 -0.594
H -2.732 1.100 -0.757
H -2.972 -0.347 -0.309
O 2.200 -1.026 2.963
H 2.554 -1.653 2.294
H 1.470 -0.582 2.513
O -0.859 -1.112 -1.891
H -0.158 -1.058 -1.310
H -0.610 -0.475 -2.579
O -0.168 0.883 -3.958
H -0.589 1.250 -4.763
H 0.560 0.273 -4.192
O -2.842 -1.921 0.472
H -3.157 -2.782 0.532
H -3.247 -1.577 1.240
O 2.461 -0.871 -1.425
H 3.288 -0.510 -1.072
H 1.867 -0.619 -0.721
O 3.215 0.890 1.131
H 2.362 0.593 0.995
H 3.507 0.529 1.978

Cartesian forces (eV/Å) of the 6 atoms listed first:
C -2.08 0.08 -0.09
C 2.30 -0.26 0.72
C -0.25 0.75 -0.17
O 1.03 0.04 0.26
H 0.65 -0.62 0.58
H 0.66 0.50 -0.41

The energy is -1034.6003 Ha. For the LUMO energy, the calculation gives 2.2 eV. The HOMO-LUMO gap comes out at 7.60 eV. As for the net charge: -1.

natural (NBO) atomic charge list, values in e, 4 entries: atom 1 (C): -0.671, atom 2 (C): 0.069, atom 3 (C): -0.625, atom 4 (O): -0.989

(3)
# C3H2AgFO2

C3H2AgFO2 as an isolated structure in a non-equilibrium geometry (ωB97M-V/def2-TZVPD, the OMol25 dataset).

Positions of all 9 atoms, in Å:
H 0.652 -3.316 0.202
F 1.119 0.494 -0.060
O -1.078 0.551 -0.067
O 0.226 -2.568 -0.243
C -0.089 -0.063 0.346
C 0.038 -1.017 1.745
C -0.020 -1.591 0.588
H -0.192 -0.948 2.805
Ag -0.328 2.437 -1.275

Cartesian forces (eV/Å) of the 6 atoms listed first:
H -0.04 -0.07 0.06
F 0.04 -0.16 0.32
O -0.56 0.68 0.09
O -0.27 0.06 -0.06
C 0.62 -1.09 0.05
C -0.80 0.08 -0.92

Its spin multiplicity is 2. The energy is -512.4014 Ha. For the LUMO energy (alpha / beta), the calculation gives -5.7 / -6.2 eV. The expectation value of S² is 0.76. The HOMO-LUMO gap (alpha / beta) comes out at 8.01 / 8.46 eV. As for the net charge: +1.

natural (NBO) atomic charge list, values in e, 4 entries: atom 1 (H): 0.526, atom 2 (F): -0.363, atom 3 (O): -0.595, atom 4 (O): -0.593

(4)
# C3H2BaFLiO2

C3H2BaFLiO2 as an isolated structure in a non-equilibrium geometry (ωB97M-V/def2-TZVPD, the OMol25 dataset).

Positions of all 10 atoms, in Å:
O 0.680 0.037 -0.502
C 0.446 -0.716 0.533
O 0.338 -1.946 0.208
Li 1.108 -1.870 -1.622
Ba -0.164 -2.632 2.686
C 0.089 1.479 -0.278
C -1.303 1.342 0.062
H 0.202 2.072 -1.197
H 0.614 1.844 0.618
F -2.010 0.391 -0.507

Cartesian forces (eV/Å) of the 6 atoms listed first:
O 0.03 1.42 -1.30
C -0.88 -0.59 1.79
O 0.64 -1.01 -0.09
Li -0.21 0.26 0.08
Ba 0.17 0.80 -0.86
C 1.20 -2.29 0.17

The energy is -398.2083 Ha. For the LUMO energy, the calculation gives -8.1 eV. The HOMO-LUMO gap comes out at 7.14 eV. As for the net charge: +2.

natural (NBO) atomic charge list, values in e, 4 entries: atom 1 (O): -0.604, atom 2 (C): 0.262, atom 3 (O): -0.971, atom 4 (Li): 0.958

(5)
# C3H2BaLiO3

C3H2BaLiO3 as an isolated structure in a non-equilibrium geometry (ωB97M-V/def2-TZVPD, the OMol25 dataset).

Positions of all 10 atoms, in Å:
O 3.197 1.059 0.856
C 3.273 0.714 -0.255
O -1.144 1.114 -0.929
C -1.877 0.683 -0.037
C -1.633 -0.714 0.577
O -0.699 -1.418 0.186
Ba 0.727 -0.235 -1.219
H -2.744 1.202 0.372
H -2.359 -0.997 1.339
Li 3.260 -1.408 -0.890

Cartesian forces (eV/Å) of the 6 atoms listed first:
O 0.16 0.65 1.14
C -0.51 -0.71 -1.00
O -0.19 1.76 -1.36
C -1.01 -4.04 3.12
C -2.38 4.42 -0.73
O 0.48 -1.94 0.39

Its spin multiplicity is 2. The energy is -374.1188 Ha. For the LUMO energy (alpha / beta), the calculation gives -0.3 / -0.6 eV. The expectation value of S² is 1.63. The HOMO-LUMO gap (alpha / beta) comes out at 5.06 / 3.96 eV.

Mulliken atomic charge list, values in e, 4 entries: atom 1 (O): -0.325, atom 2 (C): -0.355, atom 3 (O): -0.787, atom 4 (C): 0.039

(6)
# C3H2BiFO2

C3H2BiFO2 as an isolated structure in a non-equilibrium geometry (ωB97M-V/def2-TZVPD, the OMol25 dataset).

Positions of all 9 atoms, in Å:
O -1.101 -0.667 -0.132
O 1.322 -0.192 -1.689
C -0.970 0.469 0.449
C 0.386 0.913 0.621
C 0.642 -1.142 -1.688
H -1.806 1.165 0.573
H 0.677 1.964 0.580
F 1.095 0.172 1.443
Bi -0.245 -2.681 -0.157

Cartesian forces (eV/Å) of the 6 atoms listed first:
O -0.65 -2.12 1.40
O -3.73 -5.09 -0.65
C 1.08 0.44 -1.68
C -0.43 1.14 3.46
C 4.93 5.23 -0.65
H -0.32 -0.07 -0.22

Its spin multiplicity is 2. The energy is -578.8904 Ha. For the LUMO energy (alpha / beta), the calculation gives -19.0 / -19.0 eV. The expectation value of S² is 0.76. The HOMO-LUMO gap (alpha / beta) comes out at 4.81 / 7.87 eV. As for the net charge: +3.

natural (NBO) atomic charge list, values in e, 4 entries: atom 1 (O): -0.762, atom 2 (O): -0.215, atom 3 (C): 0.345, atom 4 (C): 0.405